The following is a DFT calculation (ωB97M-V with the def2-TZVPD basis set) of the ion C5H9N2 with charge +1 in a non-equilibrium geometry.

Geometry as ORCA input:
```
! RIJCOSX wB97M-V def2-TZVPD def2/J DEFGRID3
* xyz 1 1
C 0.28 3.11 1.05
N 0.68 1.87 0.61
C 0.12 0.73 0.46
C 0.82 -0.42 -0.16
N 0.15 -1.42 -0.50
C 0.17 -2.67 -1.23
C -1.04 -2.17 -0.49
H -0.68 3.09 1.63
H -0.03 3.95 0.39
H 1.23 3.54 1.56
H -0.99 0.74 0.66
H 1.88 -0.19 -0.36
H 0.57 -3.55 -0.79
H 0.05 -2.62 -2.25
H -1.89 -1.66 -1.10
H -1.32 -2.34 0.52
*
```

**SMILES**: C/N=C/C=[N+]1CC1
**Electronic energy**: -8300.549 eV
**Energy relative to the best compared isomer or geometry (same formula, charge and spin)**: 5.183 eV
**HOMO-LUMO gap**: 8.37 eV

***

The following is a DFT calculation (ωB97M-V with the def2-TZVPD basis set) of a structure of composition C14H22Cl2N4Sn.

Geometry as ORCA input:
```
! RIJCOSX wB97M-V def2-TZVPD def2/J DEFGRID3
* xyz 2 1
Sn 1.25 0.26 -1.37
C -1.62 -0.48 -2.79
C -1.03 -1.84 -2.46
N -1.41 -2.30 -1.11
C -2.72 -3.00 -0.99
C -3.73 -2.27 -0.10
C -0.60 -2.14 -0.09
C -0.86 -2.80 1.23
N 0.51 -1.41 -0.18
H -1.38 -0.20 -3.82
H -1.26 0.32 -2.13
H -2.71 -0.48 -2.69
H 0.06 -1.86 -2.54
H -1.39 -2.58 -3.17
H -2.54 -4.02 -0.67
H -3.10 -3.07 -2.01
H -4.06 -2.90 0.73
H -4.61 -1.98 -0.66
H -3.30 -1.37 0.33
H -1.78 -3.38 1.25
H -0.90 -2.05 2.02
H -0.03 -3.48 1.44
H 1.07 -1.51 0.65
N -1.09 3.07 1.06
C -0.95 1.97 0.33
N 0.32 1.73 0.05
C 1.05 2.76 0.63
C 2.42 3.02 0.63
C 2.84 4.15 1.30
C 1.94 5.01 1.95
C 0.58 4.76 1.96
C 0.17 3.62 1.28
H -1.97 3.45 1.39
H -1.78 1.36 0.03
H 3.14 2.38 0.14
H 3.90 4.39 1.32
H 2.32 5.88 2.46
H -0.11 5.42 2.46
Cl 3.76 -0.26 0.21
C 4.82 -1.71 0.49
Cl 4.05 -3.17 -0.07
H 4.97 -1.75 1.56
H 5.73 -1.51 -0.07
*
```

**Electronic energy**: -51698.413 eV
**Energy relative to the best compared isomer or geometry (same formula, charge and spin)**: 0.000 eV
**HOMO-LUMO gap**: 7.73 eV

***

The following is a DFT calculation (ωB97M-V with the def2-TZVPD basis set) of a cluster of 2 separate species, C16H17NO in total in a non-equilibrium geometry.

Geometry as ORCA input:
```
! RIJCOSX wB97M-V def2-TZVPD def2/J DEFGRID3
* xyz -1 2
C 1.30 2.54 -0.80
C 0.20 0.70 0.51
C 0.36 2.01 0.20
C -0.63 1.81 2.27
C -0.15 2.75 1.35
C -1.16 2.24 3.50
C -0.22 4.12 1.60
C -1.29 3.59 3.70
C -0.74 4.55 2.80
N -0.47 0.56 1.72
H 0.51 -0.15 -0.08
H -0.27 -0.25 2.26
H 1.56 3.58 -0.58
H 0.94 2.57 -1.84
H -1.61 1.49 4.14
H 0.13 4.86 0.89
H -1.84 3.96 4.56
H -0.76 5.59 3.09
H 2.23 1.97 -0.88
C 1.59 -1.10 -2.04
C -0.90 -4.55 -1.65
C -1.45 -3.27 -1.30
C 0.42 -4.63 -1.97
C -0.57 -2.16 -1.40
C 1.34 -3.60 -1.77
C 0.78 -2.28 -1.65
O -1.77 -5.60 -1.75
H -2.34 -3.25 -0.69
H -2.66 -5.34 -1.60
H 0.64 -5.51 -2.61
H -1.04 -1.18 -1.30
H 2.41 -3.77 -1.84
H 1.07 -0.13 -2.05
H 1.78 -1.06 -3.14
H 2.62 -1.08 -1.64
*
```

**Electronic energy**: -20403.633 eV
**Energy relative to the best compared isomer or geometry (same formula, charge and spin)**: 0.847 eV
**HOMO-LUMO gap (alpha / beta)**: 2.67 / 6.08 eV

***

The following is a DFT calculation (ωB97M-V with the def2-TZVPD basis set) of a cluster of 12 separate species, C18H65N4O12 in total in a non-equilibrium geometry.

Geometry as ORCA input:
```
! RIJCOSX wB97M-V def2-TZVPD def2/J DEFGRID3
* xyz 1 1
O 1.81 5.58 4.83
H 2.07 4.88 4.22
H 2.21 6.38 4.49
H 2.11 5.41 5.72
O 1.66 4.08 -1.00
H 0.70 4.02 -0.99
H 2.09 3.77 -0.20
H 1.96 3.48 -1.69
C 1.60 -0.08 1.53
C 2.86 0.76 1.67
O 2.66 2.09 2.11
H 1.90 -1.10 1.29
H 1.02 0.30 0.69
H 0.89 0.10 2.33
H 3.39 0.75 0.72
H 3.58 0.21 2.27
C 3.18 3.62 -5.49
C 4.41 2.99 -4.80
C 5.54 3.87 -4.37
O 5.98 4.70 -5.51
C 7.14 5.58 -5.29
N 3.67 2.32 -3.66
H 2.39 2.90 -5.69
H 3.61 4.04 -6.40
H 2.76 4.31 -4.75
H 4.83 2.14 -5.34
H 6.37 3.28 -3.97
H 5.17 4.54 -3.59
H 7.19 6.35 -6.07
H 8.12 5.11 -5.40
H 7.17 5.99 -4.29
H 4.35 1.78 -3.14
H 3.09 1.65 -4.15
C 0.98 -6.99 0.44
C -0.35 -6.92 1.30
C -0.32 -8.01 2.39
O -1.52 -7.94 3.16
C -1.40 -8.64 4.40
N -0.52 -5.61 1.96
H 1.08 -6.14 -0.24
H 1.14 -7.92 -0.11
H 1.80 -6.88 1.15
H -1.34 -7.04 0.87
H 0.48 -7.93 3.12
H -0.28 -9.06 2.12
H -2.12 -8.10 5.02
H -0.43 -8.74 4.88
H -1.64 -9.68 4.18
H -1.08 -5.90 2.75
H 0.37 -5.35 2.36
C -4.83 -4.07 -2.08
C -4.85 -3.41 -0.68
C -5.40 -4.37 0.42
O -5.44 -3.68 1.66
C -5.77 -4.56 2.64
N -3.50 -2.94 -0.38
H -5.88 -4.25 -2.31
H -4.22 -4.97 -2.16
H -4.56 -3.46 -2.94
H -5.45 -2.51 -0.58
H -4.76 -5.25 0.50
H -6.43 -4.68 0.26
H -5.27 -5.51 2.79
H -6.81 -4.79 2.41
H -5.69 -4.04 3.59
H -3.54 -2.55 0.55
H -2.79 -3.65 -0.23
C -3.74 3.35 -2.96
C -2.46 4.26 -2.75
C -2.75 5.76 -2.83
O -1.53 6.40 -2.72
C -1.58 7.80 -2.90
N -2.01 3.73 -1.47
H -4.03 3.59 -3.98
H -4.61 3.76 -2.44
H -3.75 2.26 -2.86
H -1.81 4.07 -3.60
H -3.30 6.18 -1.99
H -3.23 6.08 -3.75
H -2.40 8.30 -2.38
H -1.76 8.13 -3.92
H -0.71 8.36 -2.54
H -2.12 2.73 -1.49
H -2.72 4.05 -0.83
O 1.11 -2.87 5.10
H 0.16 -2.99 5.06
H 1.23 -1.95 5.37
O -1.04 2.15 4.61
H -0.59 2.20 3.76
H -1.90 1.77 4.40
O -3.50 -0.85 3.53
H -3.45 -1.38 4.33
H -4.00 -1.39 2.92
O 5.84 5.50 2.06
H 5.34 6.22 2.46
H 5.30 4.73 2.20
O 4.53 -3.71 3.39
H 3.65 -3.71 3.77
H 4.71 -2.80 3.17
*
```

**Electronic energy**: -50232.973 eV
**Energy relative to the best compared isomer or geometry (same formula, charge and spin)**: 8.595 eV
**HOMO-LUMO gap**: 3.97 eV

***

The following is a DFT calculation (ωB97M-V with the def2-TZVPD basis set) of the molecule C4H7N5OS in a non-equilibrium geometry.

Geometry as ORCA input:
```
! RIJCOSX wB97M-V def2-TZVPD def2/J DEFGRID3
* xyz 0 1
N 2.18 1.21 -0.95
N 2.69 0.41 0.04
C 2.09 -0.83 0.46
O 2.47 -1.47 1.42
C 0.99 -1.14 -0.50
C -0.37 -0.34 -0.17
N -0.56 0.69 0.60
N -1.81 0.85 0.94
C -2.63 0.02 0.28
N -3.99 0.14 0.35
S -1.75 -1.22 -0.66
H 1.43 1.81 -0.69
H 2.99 1.85 -1.13
H 3.13 0.87 0.82
H 1.52 -0.94 -1.50
H 0.65 -2.18 -0.29
H -4.56 -0.72 0.19
H -4.47 1.00 0.82
*
```

**SMILES**: NNC(=O)Cc1nnc(N)s1
**Electronic energy**: -24592.595 eV
**Energy relative to the best compared isomer or geometry (same formula, charge and spin)**: 1.573 eV
**HOMO-LUMO gap**: 9.08 eV

***

The following is a DFT calculation (ωB97M-V with the def2-TZVPD basis set) of the molecule C28H37BrN4O4.

Geometry as ORCA input:
```
! RIJCOSX wB97M-V def2-TZVPD def2/J DEFGRID3
* xyz 0 1
C 1.86 3.67 1.28
C 1.30 3.90 -0.13
N 1.43 2.79 -1.05
C 2.80 2.39 -1.35
C 2.90 1.77 -2.74
C 0.53 1.69 -0.81
C -0.58 1.67 -1.89
N -1.25 0.39 -1.96
C -0.82 -0.59 -2.79
O 0.18 -0.54 -3.47
C -1.84 -1.72 -2.73
C -1.36 -3.16 -2.48
C 0.16 -3.26 -2.43
O 0.78 -3.94 -3.23
N 0.71 -2.55 -1.41
C 2.03 -2.14 -1.24
C 2.34 -1.45 -0.08
C 3.62 -0.96 0.13
C 4.58 -1.16 -0.85
Br 6.33 -0.46 -0.59
C 4.29 -1.86 -2.01
C 3.01 -2.36 -2.20
C -2.05 -3.41 -1.10
C -3.54 -3.44 -1.33
C -3.91 -2.18 -1.50
C -2.62 -1.39 -1.42
O -1.88 -2.15 -0.46
C -2.51 0.12 -1.28
C -2.53 0.75 0.12
O -3.10 1.81 0.30
N -1.83 0.11 1.06
C -1.74 0.57 2.43
C -2.83 -0.05 3.30
C -2.71 0.45 4.74
C -1.33 0.13 5.31
C -0.24 0.75 4.43
C -0.36 0.24 3.00
H 1.37 2.82 1.76
H 2.93 3.47 1.24
H 1.69 4.55 1.89
H 1.81 4.76 -0.58
H 0.24 4.14 -0.06
H 3.42 3.29 -1.32
H 3.19 1.68 -0.61
H 2.29 0.88 -2.83
H 2.56 2.49 -3.49
H 3.93 1.51 -2.95
H 1.07 0.74 -0.87
H 0.06 1.76 0.17
H -0.10 1.85 -2.86
H -1.31 2.45 -1.70
H -2.47 -1.65 -3.62
H -1.72 -3.85 -3.24
H 0.05 -2.13 -0.76
H 1.58 -1.28 0.68
H 3.86 -0.42 1.03
H 5.05 -2.01 -2.76
H 2.77 -2.89 -3.11
H -1.62 -4.22 -0.51
H -4.13 -4.34 -1.38
H -4.87 -1.76 -1.74
H -3.34 0.59 -1.84
H -1.53 -0.84 0.88
H -1.89 1.66 2.40
H -3.81 0.20 2.89
H -2.73 -1.14 3.28
H -3.49 -0.02 5.36
H -2.87 1.53 4.76
H -1.25 0.52 6.32
H -1.20 -0.95 5.35
H 0.74 0.50 4.83
H -0.34 1.84 4.44
H 0.42 0.69 2.38
H -0.22 -0.85 2.99
*
```

**SMILES**: CCN(CC)CCN1C(=O)[C@H]2[C@@H](C(=O)Nc3ccc(Br)cc3)[C@@H]3C=C[C@]2(O3)[C@H]1C(=O)NC1CCCCC1
**Electronic energy**: -113830.834 eV
**Energy relative to the best compared isomer or geometry (same formula, charge and spin)**: 0.000 eV
**HOMO-LUMO gap**: 8.53 eV

***

The following is a DFT calculation (ωB97M-V with the def2-TZVPD basis set) of the molecule C5H8N2.

Geometry as ORCA input:
```
! RIJCOSX wB97M-V def2-TZVPD def2/J DEFGRID3
* xyz 0 1
C 1.69 1.04 1.05
C 0.44 1.03 0.59
C -0.46 -0.17 0.62
N -1.78 0.15 1.16
C -0.45 -0.72 -0.77
N -1.19 -1.06 -1.73
C 0.33 -1.09 -1.93
H 2.33 1.91 0.95
H 2.11 0.16 1.54
H 0.03 1.91 0.08
H 0.00 -0.93 1.27
H -2.37 -0.68 1.17
H -2.24 0.83 0.57
H 0.81 -2.06 -2.00
H 0.75 -0.31 -2.57
*
```

**SMILES**: C=C[C@@H](N)C1=NC1
**Electronic energy**: -8292.228 eV
**Energy relative to the best compared isomer or geometry (same formula, charge and spin)**: 2.769 eV
**HOMO-LUMO gap**: 10.68 eV

***

The following is a DFT calculation (ωB97M-V with the def2-TZVPD basis set) of a cluster of 2 separate species, C2H4O4Si in total in a non-equilibrium geometry.

Geometry as ORCA input:
```
! RIJCOSX wB97M-V def2-TZVPD def2/J DEFGRID3
* xyz 0 1
O -0.74 2.45 1.09
Si -0.80 2.04 -0.38
O -2.00 2.38 -1.37
O 0.16 1.24 -1.39
H -2.86 2.81 -1.06
H 0.98 0.78 -1.03
C -0.26 -3.33 -0.78
C 0.63 -2.42 -0.49
O 1.20 -1.41 -0.34
H -0.36 -4.42 -0.78
H -1.21 -2.76 -0.90
*
```

**SMILES**: O=[Si](O)O.C=C=O
**Electronic energy**: -18207.791 eV
**Energy relative to the best compared isomer or geometry (same formula, charge and spin)**: 1.158 eV
**HOMO-LUMO gap**: 9.72 eV